No. 1
Below is a 16-piece molecular cluster, C27H82O34S8 overall, with properties calculated with wB97M-V/def2-TZVPD.

The geometry in XYZ format:
```
151
Properties=species:S:1:pos:R:3
O 3.985 -2.172 -2.105
S 5.063 -3.068 -1.683
O 5.501 -4.253 -2.475
O 6.399 -2.136 -1.235
C 6.250 -0.744 -1.352
C 6.192 -0.230 -2.819
C 4.663 -3.662 0.012
H 7.104 -0.280 -0.858
H 5.392 -0.308 -0.839
H 6.703 0.728 -2.911
H 5.189 -0.082 -3.220
H 6.751 -0.873 -3.498
H 5.558 -4.186 0.347
H 3.747 -4.251 -0.021
H 4.553 -2.740 0.584
O -4.262 3.805 -3.022
S -3.883 5.109 -2.475
O -2.626 5.312 -1.697
O -4.082 6.300 -3.628
C -3.775 7.656 -3.252
C -2.688 8.111 -4.248
C -5.257 5.599 -1.361
H -3.429 7.738 -2.221
H -4.727 8.185 -3.230
H -1.788 7.509 -4.127
H -2.447 9.170 -4.159
H -3.127 7.815 -5.201
H -4.898 6.518 -0.898
H -5.472 4.776 -0.679
H -6.055 5.640 -2.102
O -2.828 -4.153 -0.042
S -2.887 -3.967 1.387
O -2.469 -2.704 2.012
O -4.498 -4.378 1.839
C -5.038 -5.609 1.286
C -6.288 -5.961 2.114
C -1.966 -5.388 2.192
H -4.418 -6.479 1.502
H -5.399 -5.533 0.260
H -6.193 -5.614 3.143
H -6.481 -7.034 2.087
H -7.152 -5.434 1.709
H -2.193 -6.251 1.565
H -2.382 -5.553 3.186
H -0.900 -5.163 2.161
O 0.973 1.100 5.630
S 0.176 2.323 5.850
O 0.740 3.599 5.530
O -1.339 2.002 5.251
C -1.698 2.623 3.989
C -1.784 1.373 3.006
C -0.382 2.361 7.589
H -0.994 3.383 3.652
H -2.684 3.089 4.003
H -2.586 0.750 3.403
H -0.907 0.737 3.126
H -2.045 1.608 1.974
H -1.330 2.887 7.473
H 0.465 2.807 8.110
H -0.573 1.332 7.895
O 3.771 1.067 1.156
S 3.536 1.848 2.388
O 3.564 1.201 3.729
O 4.694 3.037 2.482
C 5.047 3.710 1.292
C 6.258 2.963 0.707
C 2.020 2.854 2.200
H 5.310 4.739 1.537
H 4.230 3.770 0.573
H 7.056 2.748 1.417
H 6.749 3.508 -0.100
H 5.912 1.996 0.342
H 2.302 3.660 2.877
H 1.231 2.215 2.597
H 1.875 3.314 1.223
O -2.394 -3.590 7.142
S -1.400 -2.658 6.578
O -0.514 -1.907 7.465
O -0.484 -3.386 5.359
C 0.689 -2.728 4.933
C 0.666 -2.241 3.456
C -2.194 -1.500 5.434
H 1.432 -3.521 5.010
H 0.885 -1.911 5.627
H 0.375 -1.191 3.452
H -0.086 -2.784 2.883
H 1.607 -2.381 2.924
H -3.026 -0.990 5.920
H -2.684 -2.090 4.660
H -1.456 -0.775 5.091
O 1.465 -4.690 -1.557
S 1.315 -5.974 -0.870
O 1.292 -6.021 0.642
O -0.154 -6.584 -1.390
C -0.716 -7.651 -0.691
C -2.101 -7.915 -1.289
C 2.521 -7.193 -1.514
H -0.783 -7.378 0.362
H -0.111 -8.554 -0.610
H -2.593 -8.756 -0.801
H -2.064 -8.275 -2.317
H -2.781 -7.064 -1.339
H 3.477 -6.676 -1.603
H 2.080 -7.538 -2.449
H 2.643 -8.061 -0.866
O -2.392 1.266 -0.647
S -1.137 1.996 -0.496
O -0.956 3.252 0.277
O 0.060 0.978 0.121
C -0.125 -0.439 -0.024
C 1.267 -1.270 -0.151
C -0.433 2.226 -2.150
H -0.795 -0.711 -0.839
H -0.744 -0.831 0.783
H 1.874 -0.977 0.706
H 1.810 -1.017 -1.061
H 1.023 -2.332 -0.152
H -0.969 3.022 -2.668
H -0.563 1.291 -2.696
H 0.620 2.504 -2.202
O -4.970 1.017 -2.661
H -4.799 1.920 -2.931
H -4.752 1.000 -1.729
O -2.997 5.409 0.875
H -2.655 4.952 0.106
H -3.344 4.712 1.433
O 0.665 5.654 -0.007
H -0.030 6.263 -0.258
H 0.249 4.792 -0.032
O -3.618 -1.271 -0.370
H -3.167 -1.716 0.347
H -3.198 -0.412 -0.422
O -0.143 4.157 -4.539
H 0.218 3.429 -5.045
H -0.747 4.592 -5.141
O 2.697 0.456 -3.051
H 3.012 -0.432 -2.881
H 3.194 0.744 -3.817
O 3.659 2.182 -1.472
H 3.351 1.522 -2.093
H 3.567 1.767 -0.615
C 1.005 0.862 -8.196
C 1.121 2.314 -8.239
O 0.557 2.670 -6.991
C -0.118 1.621 -6.486
O -0.697 1.633 -5.410
O -0.046 0.599 -7.331
H 1.875 0.370 -7.761
H 0.819 0.439 -9.183
H 0.677 2.733 -9.142
H 2.144 2.676 -8.334
```

Values from the calculation:
* orbital gap: 0.3776 hartree
* LUMO level: 0.13 eV
* charge: 0
* maximum force: 4.0 eV Å⁻¹

No. 2
Below is a 2-piece molecular cluster, Cl2H3N2P overall, with properties calculated with wB97M-V/def2-TZVPD.

The geometry in XYZ format:
```
8
Properties=species:S:1:pos:R:3
N 0.176 -0.015 -1.331
N -0.265 0.011 1.317
P -0.927 0.020 -0.223
Cl -2.146 1.589 -0.092
Cl -2.360 -1.526 -0.138
H -0.090 -0.678 -2.675
H 0.079 0.900 1.651
H 0.098 -0.899 1.533
```

Values from the calculation:
* orbital gap: 0.3605 hartree
* LUMO level: 0.14 eV
* charge: 0
* ΔE to the lowest compared entry with this formula, charge and spin: 2.485 eV
* maximum force: 5.7 eV Å⁻¹

No. 3
Below is a 3-piece molecular cluster, C36H81BrN10O9P3 overall, with properties calculated with wB97M-V/def2-TZVPD.

The geometry in XYZ format:
```
140
Properties=species:S:1:pos:R:3
C -1.016 -1.728 4.995
C -0.868 -0.644 4.218
C -2.023 0.178 3.686
C -2.146 0.228 2.154
C -2.171 -1.249 1.636
C -3.281 -2.139 2.229
C -4.195 -2.746 1.126
C -5.647 -2.331 1.373
N -6.585 -3.094 0.551
C -7.037 -4.321 1.222
C -7.641 -2.231 0.105
C -8.890 -1.981 0.920
O -7.504 -1.633 -0.955
C -3.492 0.837 1.630
C -4.521 1.228 2.670
O -4.123 2.365 3.376
C -4.484 2.391 4.739
C -5.004 3.766 5.123
N -3.283 1.984 0.733
C -2.391 1.572 -0.243
N -2.835 1.490 -1.480
C -4.208 1.927 -1.794
Br -4.151 3.898 -1.779
C -4.704 1.495 -3.159
C -5.229 0.031 -3.176
P -1.646 0.837 -2.718
O -2.259 -0.518 -3.313
O -1.576 1.920 -3.911
N -1.113 1.232 0.076
O -0.153 2.100 -0.459
C -0.867 0.852 1.480
C -0.069 1.911 2.254
C -0.618 3.326 2.296
O -1.481 3.518 3.420
C -1.224 4.642 4.154
C -1.138 4.396 5.634
O -1.099 5.741 3.651
H -1.707 -2.538 4.805
H -0.362 -1.853 5.850
H 0.128 -0.342 3.911
H -2.906 -0.211 4.177
H -1.853 1.173 4.093
H -2.394 -1.163 0.571
H -1.206 -1.727 1.758
H -3.929 -1.638 2.940
H -2.805 -2.982 2.716
H -4.188 -3.828 1.210
H -3.908 -2.410 0.135
H -5.732 -1.258 1.192
H -5.879 -2.456 2.437
H -7.912 -4.191 1.854
H -7.169 -5.099 0.477
H -6.235 -4.655 1.874
H -8.958 -0.933 1.192
H -8.980 -2.564 1.829
H -9.747 -2.199 0.290
H -3.991 0.081 1.023
H -4.760 0.370 3.294
H -5.448 1.452 2.127
H -5.253 1.661 4.993
H -3.629 2.168 5.385
H -4.296 4.533 4.829
H -5.203 3.797 6.189
H -5.952 3.919 4.612
H -2.969 2.813 1.232
H -4.925 1.585 -1.064
H -5.570 2.117 -3.352
H -4.015 1.706 -3.970
H -5.128 -0.462 -2.213
H -4.680 -0.507 -3.941
H -6.257 0.029 -3.510
H -2.788 -0.996 -2.662
H -1.184 2.716 -3.526
H 0.237 1.607 -1.203
H -0.191 0.000 1.428
H 0.166 1.609 3.267
H 0.892 1.991 1.753
H -1.080 3.634 1.359
H 0.226 4.002 2.409
H -0.815 3.373 5.813
H -2.104 4.523 6.114
H -0.406 5.049 6.088
O 4.991 1.657 -2.699
P 4.807 2.038 -4.150
N 4.538 3.729 -4.020
C 3.324 4.500 -4.121
C 5.709 4.528 -3.699
N 3.441 0.969 -4.375
C 2.106 1.361 -4.765
C 3.328 -0.142 -3.426
N 5.038 2.098 -5.837
C 4.435 3.007 -6.788
C 5.616 0.888 -6.432
H 3.428 5.291 -4.876
H 3.070 4.983 -3.168
H 2.467 3.903 -4.424
H 6.294 4.767 -4.598
H 6.366 4.002 -3.003
H 5.426 5.466 -3.220
H 1.664 2.077 -4.055
H 1.446 0.492 -4.777
H 2.047 1.750 -5.783
H 2.852 0.178 -2.487
H 4.296 -0.570 -3.188
H 2.738 -0.958 -3.852
H 3.382 3.209 -6.597
H 4.507 2.586 -7.790
H 4.957 3.969 -6.815
H 4.839 0.166 -6.708
H 6.292 0.400 -5.728
H 6.207 1.127 -7.317
O 3.830 -4.939 -0.264
P 5.148 -4.205 -0.140
N 6.013 -5.338 0.822
C 6.328 -5.334 2.231
C 6.460 -6.535 0.132
N 4.447 -2.795 0.616
C 4.780 -2.288 1.935
C 3.015 -2.590 0.386
N 6.581 -3.294 -0.443
C 7.717 -3.142 0.444
C 6.516 -2.285 -1.495
H 7.409 -5.447 2.386
H 5.829 -6.157 2.758
H 6.045 -4.411 2.727
H 7.414 -6.367 -0.392
H 5.726 -6.861 -0.609
H 6.598 -7.362 0.828
H 4.614 -3.024 2.731
H 4.153 -1.427 2.173
H 5.798 -1.902 1.989
H 2.408 -3.202 1.069
H 2.726 -2.841 -0.630
H 2.747 -1.538 0.533
H 7.445 -3.016 1.490
H 8.291 -2.264 0.151
H 8.397 -3.997 0.380
H 6.142 -1.329 -1.108
H 5.849 -2.605 -2.298
H 7.494 -2.121 -1.950
```

Values from the calculation:
* orbital gap: 0.2108 hartree
* LUMO level: -3.66 eV
* charge: +1
* maximum force: 6.7 eV Å⁻¹

No. 4
Below is one molecule with the formula C4H10N2O, with properties calculated with wB97M-V/def2-TZVPD.

The geometry in XYZ format:
```
17
Properties=species:S:1:pos:R:3
C -0.740 -1.078 -1.030
C -1.150 -0.009 -0.019
N -1.467 -0.650 1.238
C -0.050 1.087 0.094
C 1.254 0.470 0.548
N 2.246 0.475 -0.374
O 1.409 -0.019 1.647
H 0.159 -1.589 -0.694
H -0.555 -0.637 -2.006
H -1.536 -1.812 -1.119
H -2.066 0.481 -0.374
H -1.830 0.026 1.902
H -0.624 -1.044 1.645
H -0.364 1.815 0.845
H 0.066 1.595 -0.864
H 2.122 0.841 -1.300
H 3.127 0.050 -0.137
```

Values from the calculation:
* orbital gap: 0.3627 hartree
* LUMO level: 0.83 eV
* charge: 0
* ΔE to the lowest compared entry with this formula, charge and spin: 0.332 eV
* structure (SMILES): C[C@@H](N)CC(N)=O
* maximum force: 0.5 eV Å⁻¹

No. 5
Below is C34H43GdN4OPS2Sb as an isolated structure, with properties calculated with wB97M-V/def2-TZVPD.

The geometry in XYZ format:
```
87
Properties=species:S:1:pos:R:3
Gd -0.108 -0.313 -0.094
C 0.309 -0.447 -4.534
C -0.272 0.981 -4.466
C -1.666 0.994 -5.073
C 0.762 1.949 -5.201
C -0.401 1.334 -3.014
C -0.734 1.722 -1.815
H -0.265 -1.055 -5.288
H 0.203 -0.977 -3.588
H 1.421 -0.520 -4.760
H -1.709 0.610 -6.150
H -2.123 2.002 -5.150
H -2.364 0.414 -4.480
H 0.876 1.645 -6.293
H 1.754 1.830 -4.730
H 0.400 3.002 -5.199
S 1.567 -2.270 -0.626
Sb 1.945 -3.042 1.665
C 3.834 -3.979 1.212
C 4.884 -4.051 2.126
C 5.964 -4.891 1.873
C 6.134 -5.491 0.607
C 5.094 -5.349 -0.347
C 3.984 -4.571 -0.029
C 1.102 -5.005 1.662
C 0.157 -5.367 0.730
C -0.254 -6.741 0.690
C 0.163 -7.637 1.660
C 0.973 -7.177 2.740
C 1.432 -5.865 2.700
C 1.466 1.081 1.179
C 2.643 1.293 0.526
C 3.646 2.162 1.078
C 3.353 2.756 2.297
C 2.158 2.517 2.923
C 1.230 1.547 2.439
H 4.884 -3.537 3.091
H 6.717 -4.919 2.690
H 7.024 -6.091 0.451
H 5.233 -5.882 -1.303
H 3.181 -4.515 -0.759
H -0.314 -4.668 0.049
H -0.867 -7.020 -0.189
H -0.025 -8.690 1.503
H 1.268 -7.916 3.486
H 2.147 -5.550 3.420
H 2.880 0.776 -0.407
H 4.562 2.360 0.486
H 4.057 3.423 2.831
H 1.886 2.976 3.875
H -0.397 2.204 3.643
C -3.293 5.506 -1.420
N -4.058 4.321 -2.060
C -5.114 3.878 -1.080
N -4.450 3.440 0.136
C -3.650 4.523 0.769
N -2.687 5.163 -0.175
C -1.548 4.224 -0.384
P -2.169 2.583 -0.944
C -3.070 3.214 -2.442
C -3.758 2.121 0.080
H -4.080 6.313 -1.251
H -2.629 5.850 -2.239
H -4.486 4.656 -2.921
H -5.692 3.036 -1.496
H -5.878 4.644 -0.859
H -3.096 4.190 1.685
H -4.418 5.303 1.026
H -0.942 4.166 0.577
H -0.844 4.633 -1.157
H -3.544 2.387 -3.018
H -2.363 3.724 -3.152
H -3.495 1.686 1.090
H -4.360 1.383 -0.409
S -4.809 -1.236 -0.572
C -3.296 -1.135 -0.344
N -2.104 -1.011 -0.204
C 1.057 0.876 5.570
O 0.409 0.356 4.360
C 0.028 1.249 3.303
C -1.001 0.382 2.578
H 1.623 0.093 5.937
H 0.222 0.994 6.217
H 1.611 1.836 5.431
H -1.880 0.235 3.235
H -0.604 -0.573 2.247
H -1.426 0.947 1.745
```

Values from the calculation:
* orbital gap (alpha / beta): 0.1347 / 0.2197 hartree
* LUMO level (alpha / beta): -0.94 / -0.98 eV
* charge: 0
* ΔE to the lowest compared entry with this formula, charge and spin: 3.286 eV
* multiplicity: 8
* maximum force: 5.4 eV Å⁻¹

No. 6
Below is C8H27AgN9O5 as an isolated structure, with properties calculated with wB97M-V/def2-TZVPD.

The geometry in XYZ format:
```
50
Properties=species:S:1:pos:R:3
Ag -0.137 0.380 -0.323
C 0.637 3.921 -2.412
C 0.548 2.500 -1.868
C 1.731 1.602 -2.322
O 1.317 0.239 -2.175
C 2.266 -0.649 -2.732
N 0.711 2.655 -0.392
H 1.575 4.372 -2.081
H -0.185 4.436 -1.916
H 0.556 4.042 -3.493
H -0.480 2.188 -2.058
H 2.661 1.861 -1.811
H 1.838 1.749 -3.400
H 2.764 -0.316 -3.648
H 1.683 -1.449 -3.200
H 2.985 -1.110 -2.059
H 1.675 2.966 -0.290
H 0.249 3.458 0.022
C -0.958 0.267 3.033
O -1.065 0.647 1.868
N -0.897 1.114 4.081
N -0.795 -1.029 3.427
H -0.711 0.746 4.991
H -0.846 2.107 3.936
H -0.680 -1.742 2.728
H -0.703 -1.151 4.413
C 2.660 -1.298 1.009
O 1.589 -1.058 0.447
N 3.688 -2.017 0.488
N 2.802 -1.006 2.321
H 3.633 -2.329 -0.465
H 4.502 -2.305 0.998
H 1.882 -0.727 2.634
H 3.486 -1.223 3.021
C -1.070 -2.894 -0.787
O -1.361 -1.770 -0.363
N 0.166 -3.388 -0.968
N -2.014 -3.879 -0.887
H 0.231 -4.367 -1.160
H 1.008 -2.870 -0.780
H -2.958 -3.587 -1.077
H -1.712 -4.818 -1.053
C -3.642 0.914 0.271
O -2.656 1.301 -0.353
N -3.835 -0.402 0.533
N -4.682 1.687 0.669
H -4.380 -0.697 1.322
H -3.049 -0.952 0.202
H -5.391 1.212 1.191
H -4.634 2.670 0.470
```

Values from the calculation:
* orbital gap: 0.3213 hartree
* LUMO level: -1.97 eV
* charge: +1
* ΔE to the lowest compared entry with this formula, charge and spin: 1.961 eV
* maximum force: 2.6 eV Å⁻¹

No. 7
Below is C5H9CuO3 as an isolated structure, with properties calculated with wB97M-V/def2-TZVPD.

The geometry in XYZ format:
```
18
Properties=species:S:1:pos:R:3
H 2.711 4.755 1.355
O 0.049 1.022 -0.193
Cu 0.656 -1.533 2.080
O 1.404 0.205 1.342
C 1.158 1.082 0.526
O 1.906 2.122 0.286
C 3.113 2.338 1.061
C -0.167 1.920 -1.302
C -1.389 1.430 -2.040
H -0.307 2.935 -0.907
H 0.726 1.912 -1.941
H -2.242 1.322 -1.356
H -1.657 2.157 -2.818
H -1.193 0.462 -2.518
C 3.603 3.654 0.866
H 2.924 2.042 2.101
H 4.512 3.867 1.439
H 3.701 3.991 -0.174
```

Values from the calculation:
* orbital gap (alpha / beta): 0.1882 / 0.1867 hartree
* LUMO level (alpha / beta): 3.26 / 3.21 eV
* charge: -1
* ΔE to the lowest compared entry with this formula, charge and spin: 2.543 eV
* multiplicity: 2
* maximum force: 3.1 eV Å⁻¹

No. 8
Below is one molecule with the formula CHI2NO, with properties calculated with wB97M-V/def2-TZVPD.

The geometry in XYZ format:
```
6
Properties=species:S:1:pos:R:3
C 0.439 -0.885 0.259
N 0.601 -0.796 1.656
O -0.035 0.076 2.151
I -0.656 -2.595 0.395
I 2.223 -1.236 -0.779
H 0.059 0.154 -0.252
```

Values from the calculation:
* orbital gap: 0.3303 hartree
* LUMO level: -0.66 eV
* charge: 0
* ΔE to the lowest compared entry with this formula, charge and spin: 2.211 eV
* maximum force: 4.5 eV Å⁻¹